(1)
# C32H72B3O18P3

A molecular structure, C32H72B3O18P3 (ωB97M-V/def2-TZVPD, the Open Molecules 2025 dataset).

XYZ file:
```
128
Properties=species:S:1:pos:R:3:mulliken_charge:R:1
C 12.09 -2.95 -0.99 -0.719
C 10.91 -3.07 -0.36 -0.191
B 9.83 -1.99 -0.71 0.396
O 8.95 -2.19 -1.74 -0.589
B 8.37 -1.01 -2.21 0.588
C 6.92 -1.00 -2.78 -0.693
C 5.98 -1.81 -1.89 -0.270
C 4.47 -1.60 -2.24 -0.716
C 3.74 -0.87 -1.11 -0.865
C 2.20 -1.03 -1.15 -0.407
C 1.61 -0.12 -2.23 -0.845
C 0.10 0.17 -2.14 -0.659
C -0.47 0.29 -0.72 -0.251
C -1.62 1.30 -0.59 -0.837
O -2.88 0.73 -0.85 -0.363
C -3.47 0.09 0.27 -0.669
O 9.16 0.13 -2.16 -0.561
B 9.97 0.20 -1.05 0.497
C 11.15 1.24 -0.83 -0.206
C 11.70 1.96 -2.02 0.055
O 12.76 2.51 -1.96 -0.584
O 10.97 2.00 -3.13 -0.366
O 9.73 -0.75 -0.05 -0.160
H 12.63 -3.79 -1.40 0.253
H 12.51 -1.95 -1.08 0.206
H 10.71 -3.86 0.36 0.357
H 6.62 0.05 -2.86 0.259
H 6.94 -1.46 -3.77 0.287
H 6.18 -2.88 -1.96 0.282
H 6.12 -1.48 -0.86 0.183
H 4.02 -2.56 -2.47 0.435
H 4.45 -0.94 -3.12 0.333
H 4.12 -1.15 -0.12 0.481
H 3.94 0.20 -1.21 0.228
H 2.02 -2.09 -1.37 0.280
H 1.86 -0.79 -0.15 0.321
H 1.77 -0.64 -3.18 0.226
H 2.18 0.81 -2.32 0.465
H -0.06 1.14 -2.62 0.348
H -0.50 -0.54 -2.71 0.340
H 0.29 0.57 0.02 0.343
H -0.84 -0.69 -0.41 0.217
H -1.58 1.71 0.43 0.374
H -1.45 2.15 -1.26 0.381
H -3.33 -0.99 0.19 0.220
H -4.54 0.31 0.25 0.206
H -3.08 0.45 1.22 0.370
H 10.83 1.96 -0.07 0.397
H 11.98 0.68 -0.39 0.291
H 11.48 2.55 -3.76 0.332
O -9.38 -4.67 -1.17 -0.753
P -9.29 -3.36 -0.49 1.059
O -7.74 -2.98 -0.27 -0.277
C -6.74 -3.32 -1.24 -0.290
C -6.41 -2.15 -2.13 -0.947
O -9.76 -3.63 1.03 -0.386
C -10.45 -4.83 1.39 -0.274
C -9.50 -5.82 2.03 -1.068
O -9.93 -1.90 -0.46 -0.348
C -9.94 -1.08 -1.65 -0.136
C -10.41 -1.82 -2.88 -1.175
H -7.05 -4.18 -1.83 0.313
H -5.86 -3.62 -0.67 0.341
H -7.25 -1.91 -2.79 0.202
H -5.55 -2.37 -2.76 0.401
H -6.19 -1.26 -1.54 0.213
H -10.96 -5.27 0.53 0.331
H -11.22 -4.53 2.11 0.333
H -8.67 -6.04 1.37 0.278
H -10.02 -6.75 2.27 0.372
H -9.09 -5.40 2.95 0.276
H -8.95 -0.65 -1.80 0.121
H -10.62 -0.25 -1.44 0.327
H -9.71 -2.62 -3.15 0.353
H -10.49 -1.15 -3.73 0.379
H -11.38 -2.28 -2.70 0.354
O -11.74 3.14 -1.72 -0.559
P -12.34 4.48 -1.63 0.899
O -11.17 5.58 -1.40 -0.325
C -9.90 5.44 -2.02 -0.178
C -9.80 6.29 -3.27 -1.024
O -13.04 4.54 -0.18 -0.389
C -13.30 3.36 0.57 -0.269
C -12.25 3.16 1.64 -1.068
O -13.47 5.42 -2.26 -0.371
C -13.48 5.72 -3.67 -0.208
C -13.28 4.50 -4.54 -1.097
H -9.68 4.40 -2.26 0.245
H -9.16 5.77 -1.29 0.346
H -10.45 5.91 -4.06 0.189
H -8.77 6.30 -3.65 0.403
H -10.10 7.32 -3.06 0.262
H -13.36 2.48 -0.08 0.303
H -14.28 3.49 1.04 0.330
H -11.25 3.14 1.20 0.273
H -12.41 2.24 2.19 0.371
H -12.27 4.00 2.35 0.290
H -12.72 6.48 -3.88 0.228
H -14.45 6.17 -3.88 0.312
H -12.28 4.06 -4.39 0.313
H -13.38 4.75 -5.59 0.384
H -14.01 3.73 -4.29 0.343
O 11.47 0.79 5.80 -0.771
P 11.83 -0.46 5.10 1.183
O 11.23 -1.72 5.90 -0.339
C 9.96 -1.64 6.56 -0.280
C 8.86 -2.26 5.72 -0.938
O 13.41 -0.65 5.37 -0.380
C 14.22 0.42 5.85 -0.274
C 14.46 0.28 7.34 -1.073
O 11.97 -1.11 3.65 -0.482
C 10.83 -1.17 2.76 0.126
C 10.09 0.15 2.67 -0.990
H 9.71 -0.61 6.81 0.305
H 10.06 -2.19 7.50 0.348
H 8.67 -1.66 4.83 0.143
H 7.94 -2.33 6.29 0.414
H 9.15 -3.26 5.38 0.257
H 13.78 1.38 5.61 0.332
H 15.17 0.36 5.32 0.340
H 13.51 0.23 7.88 0.278
H 15.04 1.12 7.72 0.373
H 15.00 -0.64 7.55 0.277
H 10.17 -1.98 3.07 0.070
H 11.22 -1.44 1.78 0.086
H 9.64 0.40 3.64 0.540
H 9.30 0.10 1.94 0.188
H 10.77 0.95 2.40 0.262
```

Summary:
electronic energy	-3715.8799	hartree
maximum force	0.10429	hartree/bohr
HOMO level	-9.523	eV
lowest unoccupied orbital energy	0.26	eV
HOMO-LUMO gap	9.8	eV

---

(2)
# C32H72ClIN12O10P

10 unconnected molecules or ions with the total composition C32H72ClIN12O10P (ωB97M-V/def2-TZVPD, the Open Molecules 2025 dataset).

XYZ file:
```
129
Properties=species:S:1:pos:R:3:mulliken_charge:R:1
C 3.12 -3.32 -3.47 -0.874
C 1.67 -3.35 -3.86 -0.421
N 0.75 -3.02 -2.72 -0.913
N 1.21 -1.86 -2.06 0.422
C 1.25 -0.63 -2.54 -0.600
N 1.76 0.11 -1.60 0.177
C 2.07 -0.61 -0.47 0.525
P 2.79 0.00 1.13 0.639
O 3.81 1.23 0.74 -0.519
Cl 4.10 -1.48 1.71 -0.277
C 1.69 -1.88 -0.77 -0.617
I 1.69 -3.64 0.32 0.282
H 3.31 -3.96 -2.61 0.268
H 3.74 -3.64 -4.30 0.286
H 3.48 -2.32 -3.20 0.153
H 1.42 -4.36 -4.17 0.372
H 1.46 -2.68 -4.69 0.444
H -0.15 -2.75 -3.09 0.259
H 0.91 -0.30 -3.51 0.901
H 1.91 1.10 -1.74 0.256
H 3.36 1.80 0.10 0.253
C 0.33 1.86 -5.48 0.106
O 0.77 1.41 -4.42 -0.657
N -0.95 1.78 -5.83 0.195
C -1.45 2.32 -7.08 -0.927
C -1.87 1.12 -4.91 -1.047
H 0.97 2.37 -6.21 0.294
H -2.21 3.07 -6.87 0.338
H -1.90 1.52 -7.67 0.346
H -0.64 2.77 -7.65 0.300
H -1.86 1.64 -3.95 0.293
H -1.55 0.09 -4.75 0.201
H -2.88 1.12 -5.30 0.518
C -0.30 1.88 2.28 0.114
O -0.15 2.53 1.26 -0.758
N -0.31 2.36 3.52 0.317
C -0.51 1.49 4.68 -1.028
C -0.12 3.78 3.73 -1.079
H -0.45 0.78 2.25 0.381
H -1.40 1.80 5.22 0.545
H 0.36 1.54 5.34 0.220
H -0.64 0.46 4.35 0.342
H -0.90 4.34 3.22 0.308
H 0.85 4.09 3.32 0.294
H -0.15 4.00 4.79 0.403
C -4.61 -0.36 -2.87 0.025
O -4.57 0.35 -3.85 -0.601
N -4.46 0.05 -1.60 0.269
C -4.51 -0.86 -0.47 -0.752
C -4.23 1.47 -1.35 -0.866
H -4.78 -1.45 -2.95 0.330
H -5.32 -0.58 0.20 0.169
H -3.57 -0.83 0.07 0.294
H -4.69 -1.88 -0.82 0.308
H -5.07 2.05 -1.74 0.297
H -3.32 1.80 -1.86 0.120
H -4.13 1.64 -0.29 0.409
C 1.72 -4.10 -7.74 0.110
O 1.54 -3.45 -6.72 -0.604
N 2.88 -4.16 -8.41 0.107
C 3.03 -4.95 -9.62 -0.919
C 4.01 -3.40 -7.92 -0.844
H 0.93 -4.71 -8.19 0.269
H 3.81 -5.70 -9.47 0.344
H 3.31 -4.31 -10.45 0.340
H 2.10 -5.46 -9.86 0.293
H 4.27 -3.72 -6.91 0.186
H 3.76 -2.34 -7.88 0.294
H 4.87 -3.55 -8.57 0.381
C 2.53 -5.85 5.98 0.129
O 1.83 -6.73 6.43 -0.576
N 2.38 -5.31 4.75 0.142
C 3.24 -4.26 4.25 -0.851
C 1.31 -5.82 3.90 -0.727
H 3.36 -5.40 6.55 0.261
H 2.65 -3.37 4.02 0.363
H 3.76 -4.60 3.35 0.298
H 3.98 -4.00 5.00 0.260
H 0.35 -5.67 4.39 0.315
H 1.45 -6.89 3.73 0.315
H 1.33 -5.29 2.95 0.036
C 3.51 0.92 5.14 0.582
O 2.76 0.14 5.69 -0.654
N 4.11 1.97 5.72 0.137
C 5.00 2.86 4.99 -0.760
C 3.86 2.22 7.13 -0.997
H 3.77 0.82 4.07 -0.121
H 5.99 2.85 5.44 0.365
H 4.61 3.88 5.02 0.356
H 5.08 2.54 3.95 0.054
H 4.17 1.36 7.72 0.306
H 2.80 2.38 7.30 0.274
H 4.42 3.10 7.45 0.404
C -4.11 1.34 5.00 0.254
O -3.31 1.60 5.88 -0.723
N -5.44 1.42 5.11 0.200
C -6.33 1.11 3.99 -0.748
C -6.01 1.84 6.38 -0.991
H -3.78 1.01 4.00 0.178
H -6.93 1.99 3.75 0.356
H -6.99 0.29 4.27 0.342
H -5.76 0.83 3.12 0.083
H -5.64 2.83 6.64 0.303
H -5.71 1.14 7.16 0.300
H -7.09 1.85 6.30 0.385
C -7.91 1.10 0.49 0.310
O -7.56 0.59 1.54 -0.616
N -9.16 1.07 0.00 0.094
C -9.51 1.70 -1.26 -0.930
C -10.19 0.37 0.76 -0.942
H -7.21 1.66 -0.16 0.162
H -10.28 2.46 -1.09 0.356
H -9.90 0.95 -1.95 0.356
H -8.64 2.18 -1.70 0.285
H -10.29 0.82 1.75 0.290
H -9.91 -0.67 0.89 0.288
H -11.13 0.44 0.23 0.387
C 6.83 3.58 1.38 0.516
O 7.30 4.21 2.31 -0.604
N 7.36 3.51 0.15 0.100
C 6.73 2.74 -0.90 -0.358
C 8.59 4.23 -0.13 -0.953
H 5.89 3.00 1.48 -0.076
H 7.41 1.96 -1.25 0.347
H 6.47 3.39 -1.74 0.352
H 5.82 2.27 -0.53 -0.191
H 9.38 3.87 0.53 0.300
H 8.45 5.29 0.05 0.299
H 8.89 4.07 -1.17 0.385
```

Summary:
electronic energy	-3771.0210	hartree
maximum force	0.03773	hartree/bohr
HOMO level	-10.552	eV
lowest unoccupied orbital energy	-2.25	eV
charge	+1
HOMO-LUMO gap	8.3	eV

---

(3)
# C32H72N2O10

10 unconnected molecules or ions with the total composition C32H72N2O10 (ωB97M-V/def2-TZVPD, the Open Molecules 2025 dataset).

XYZ file:
```
116
Properties=species:S:1:pos:R:3:mulliken_charge:R:1
C 3.05 4.62 2.00 -0.907
C 3.44 3.15 2.66 -0.150
C 2.94 1.98 1.62 0.318
C 4.03 0.79 1.36 -1.024
C 1.45 1.42 2.10 0.116
C 1.36 0.30 3.29 -0.302
N 0.10 -0.28 3.86 -0.492
C -1.08 0.33 3.17 0.292
C -2.59 -0.16 3.69 -0.400
C -4.01 0.41 3.05 -0.719
C -3.92 1.50 1.83 0.283
C -5.26 2.19 1.11 -0.082
C -5.28 3.76 1.66 -0.284
O -6.34 4.57 1.06 -0.521
C -2.45 1.98 1.29 -0.059
C -1.03 1.41 1.95 0.134
N 0.25 1.97 1.40 0.013
H 3.05 5.50 2.80 0.324
H 3.80 4.93 1.15 0.270
H 1.93 4.55 1.58 0.169
H 4.58 3.07 2.97 0.064
H 2.83 3.03 3.67 0.269
H 2.78 2.53 0.57 0.157
H 3.63 0.01 0.55 0.254
H 5.02 1.29 0.92 0.340
H 4.25 0.14 2.32 0.102
H 2.39 -0.06 3.77 0.232
H -2.72 -0.96 4.57 0.276
H -5.03 0.05 3.50 0.276
H -5.04 2.14 -0.06 -0.170
H -6.24 1.61 1.40 0.378
H -4.21 4.20 1.41 0.224
H -5.41 3.66 2.85 0.244
H -5.86 5.23 0.45 0.336
H -2.41 2.78 0.41 0.048
C 0.59 -4.51 2.75 -0.705
C 1.82 -3.83 3.32 -0.318
O 2.30 -2.85 2.41 -0.450
H 0.81 -4.98 1.79 0.188
H 0.21 -5.27 3.44 0.342
H -0.21 -3.77 2.57 0.186
H 2.61 -4.57 3.48 0.187
H 1.59 -3.35 4.28 0.285
H 1.58 -2.20 2.28 0.227
C -0.11 4.56 -1.64 -0.829
C 0.12 3.49 -2.69 0.066
O 0.82 2.40 -2.11 -0.531
H 0.84 4.91 -1.23 0.254
H -0.64 5.42 -2.07 0.380
H -0.70 4.17 -0.81 0.079
H 0.73 3.89 -3.51 0.300
H -0.82 3.13 -3.10 0.009
H 0.27 2.05 -1.39 0.273
C -5.55 3.65 -3.68 -1.335
C -4.06 3.46 -3.46 0.421
O -3.84 2.62 -2.34 -0.478
H -6.02 4.09 -2.79 0.289
H -5.74 4.31 -4.54 0.302
H -6.04 2.69 -3.85 0.330
H -3.58 4.42 -3.27 0.398
H -3.60 3.01 -4.34 -0.201
H -4.27 1.77 -2.53 0.281
C -3.50 -4.86 2.38 -0.784
C -3.08 -6.27 2.75 -0.271
O -2.43 -6.28 4.00 -0.498
H -2.62 -4.20 2.35 0.079
H -4.00 -4.84 1.41 0.323
H -4.17 -4.45 3.14 0.324
H -2.39 -6.67 2.00 0.270
H -3.96 -6.93 2.80 0.305
H -3.05 -5.93 4.66 0.288
C -4.46 -0.30 -5.70 -0.904
C -4.30 0.80 -6.73 -0.362
O -3.31 1.72 -6.31 -0.431
H -4.74 0.12 -4.73 0.125
H -5.23 -1.01 -6.01 0.360
H -3.52 -0.83 -5.55 0.347
H -5.24 1.35 -6.85 0.286
H -4.01 0.39 -7.70 0.306
H -2.48 1.23 -6.21 0.261
C 7.77 1.43 4.51 -1.031
C 6.79 0.31 4.77 -0.232
O 6.39 -0.28 3.54 -0.430
H 7.32 2.20 3.87 0.228
H 8.08 1.90 5.45 0.339
H 8.65 1.06 3.99 0.341
H 5.89 0.69 5.27 0.260
H 7.23 -0.47 5.40 0.301
H 7.19 -0.62 3.10 0.249
C -4.05 6.13 -6.78 -0.979
C -2.56 5.94 -6.56 -0.252
O -2.34 5.09 -5.45 -0.372
H -4.52 6.57 -5.89 0.233
H -4.24 6.78 -7.64 0.386
H -4.54 5.17 -6.95 0.231
H -2.08 6.90 -6.37 0.270
H -2.10 5.49 -7.44 0.284
H -2.77 4.24 -5.63 0.176
C 2.99 -8.15 1.89 -0.889
C 4.22 -7.48 2.46 -0.221
O 4.70 -6.50 1.55 -0.461
H 3.21 -8.63 0.93 0.260
H 2.61 -8.92 2.57 0.349
H 2.19 -7.42 1.70 0.184
H 5.01 -8.21 2.62 0.312
H 3.99 -7.00 3.41 0.242
H 3.98 -5.85 1.42 0.241
C 4.99 -4.30 -1.62 -0.679
C 5.22 -5.37 -2.67 -0.298
O 5.92 -6.47 -2.09 -0.509
H 5.94 -3.95 -1.21 0.264
H 4.46 -3.45 -2.05 0.336
H 4.40 -4.70 -0.79 0.053
H 5.83 -4.98 -3.49 0.291
H 4.28 -5.73 -3.08 0.250
H 5.37 -6.81 -1.37 0.292
```

Summary:
electronic energy	-2123.7989	hartree
maximum force	0.14184	hartree/bohr
HOMO level	-8.242	eV
lowest unoccupied orbital energy	-1.10	eV
HOMO-LUMO gap	7.1	eV

---

(4)
# C32H72NO3P2

3 unconnected molecules or ions with the total composition C32H72NO3P2 (ωB97M-V/def2-TZVPD, the Open Molecules 2025 dataset).

XYZ file:
```
110
Properties=species:S:1:pos:R:3:mulliken_charge:R:1
C 8.46 -13.41 11.18 -1.386
C 8.37 -14.61 10.23 -0.421
C 7.56 -14.26 8.93 -0.767
C 7.93 -15.20 7.71 -1.355
P 9.25 -14.71 6.52 0.840
C 10.77 -14.21 7.38 -1.562
C 10.69 -12.89 8.12 0.714
C 12.05 -12.72 8.82 -1.086
C 13.28 -12.57 7.90 -1.195
C 8.70 -13.39 5.47 -1.294
C 7.34 -12.72 5.85 -0.648
C 6.67 -11.82 4.71 -0.783
C 7.82 -10.83 4.17 -1.141
C 9.69 -16.20 5.60 -0.940
C 10.83 -15.84 4.62 -0.821
C 10.45 -16.10 3.16 -0.599
C 10.26 -17.54 2.93 -1.267
H 8.95 -12.58 10.67 0.311
H 9.04 -13.67 12.06 0.366
H 7.49 -13.00 11.44 0.367
H 7.82 -15.38 10.77 0.527
H 9.41 -14.90 10.04 0.209
H 7.63 -13.20 8.71 0.201
H 6.50 -14.45 9.11 0.633
H 6.94 -15.44 7.32 0.696
H 8.07 -16.16 8.21 0.636
H 11.69 -14.38 6.82 0.552
H 11.01 -15.02 8.06 0.647
H 9.94 -12.98 8.90 -0.497
H 10.69 -12.00 7.49 0.305
H 12.23 -13.62 9.41 0.455
H 11.94 -12.00 9.62 0.540
H 14.16 -12.80 8.50 0.378
H 13.21 -11.51 7.65 0.309
H 13.41 -13.25 7.07 0.309
H 8.65 -13.79 4.45 0.801
H 9.49 -12.64 5.42 0.719
H 7.60 -12.10 6.70 0.286
H 6.60 -13.52 5.99 0.283
H 5.84 -11.19 5.05 0.432
H 6.33 -12.51 3.94 0.374
H 8.59 -11.41 3.67 0.281
H 8.28 -10.17 4.90 0.306
H 7.32 -10.15 3.47 0.392
H 8.80 -16.50 5.04 0.765
H 9.95 -17.00 6.29 0.531
H 11.82 -16.25 4.84 0.565
H 11.08 -14.78 4.63 0.379
H 11.36 -15.83 2.62 0.391
H 9.61 -15.52 2.78 0.216
H 9.52 -18.14 3.47 0.315
H 11.20 -18.00 3.24 0.334
H 10.20 -17.90 1.91 0.392
C -4.03 -12.69 7.62 -0.986
C -4.09 -11.86 6.27 -0.901
C -2.75 -12.00 5.50 -0.195
C -2.67 -13.33 4.69 -1.053
P -1.23 -13.48 3.49 0.872
C -1.31 -14.72 2.25 -1.144
C -1.92 -16.05 2.82 -0.500
C -2.31 -16.95 1.69 -0.753
C -1.24 -17.43 0.77 -1.184
C -0.88 -11.79 2.71 -1.286
C 0.39 -11.54 1.93 -0.406
C 0.27 -10.06 1.45 -0.433
C 1.59 -9.62 0.87 -1.318
C 0.23 -13.79 4.61 -1.299
C 0.70 -12.58 5.53 -0.684
C 1.09 -12.97 6.99 -0.916
C -0.17 -13.47 7.77 -1.061
H -4.90 -12.37 8.18 0.415
H -3.08 -12.53 8.13 0.185
H -4.15 -13.76 7.41 0.267
H -4.26 -10.82 6.53 0.389
H -4.92 -12.25 5.69 0.397
H -1.98 -11.91 6.26 -0.105
H -2.71 -11.15 4.81 0.290
H -3.59 -13.57 4.15 0.660
H -2.56 -14.17 5.38 0.656
H -0.30 -14.94 1.91 0.716
H -1.83 -14.36 1.36 0.543
H -2.80 -15.82 3.43 0.379
H -1.24 -16.54 3.52 0.361
H -3.01 -16.54 0.96 0.297
H -2.91 -17.77 2.10 0.391
H -0.83 -16.52 0.34 0.282
H -1.58 -18.12 0.01 0.376
H -0.41 -17.87 1.33 0.344
H -0.98 -11.05 3.50 0.521
H -1.73 -11.93 2.04 0.575
H 0.25 -12.18 1.06 0.327
H 1.27 -11.58 2.58 0.275
H 0.03 -9.35 2.25 0.359
H -0.50 -9.86 0.71 0.329
H 2.34 -9.85 1.62 0.294
H 1.73 -8.58 0.55 0.393
H 1.84 -10.22 0.00 0.321
H 1.10 -14.01 3.99 0.751
H -0.03 -14.67 5.19 0.686
H -0.03 -11.76 5.49 0.411
H 1.55 -12.30 4.90 0.399
H 1.74 -12.29 7.55 0.462
H 1.77 -13.81 6.87 0.339
H -0.57 -12.59 8.26 0.252
H 0.14 -14.09 8.61 0.462
H -0.97 -13.93 7.19 0.237
N 4.31 -16.77 3.20 1.016
O 3.88 -17.83 3.56 -0.657
O 3.89 -16.30 2.16 -0.686
O 5.13 -16.23 3.89 -0.663
```

Summary:
electronic energy	-2225.1729	hartree
maximum force	0.08966	hartree/bohr
energy above the lowest of the compared OMol25 structures with the same formula, charge and spin	4.577	eV
HOMO level	-8.114	eV
lowest unoccupied orbital energy	-1.52	eV
charge	+1
HOMO-LUMO gap	6.6	eV